No. 1
{"formula": "C24H32N4O6", "method": "ωB97M-V with the def2-TZVPD basis set", "homo_lumo_gap_ev": 9.82, "fmax_ha_per_bohr": 0.019, "relative_energy_kcal_mol": 8.2, "spin_multiplicity": 1, "total_energy_ha": -1604.3274, "smiles": "CC(C)C[C@H](NC(=O)c1nc[nH]c1C(=O)NCC(=O)OC(C)(C)C)C(=O)OCc1ccccc1", "charge": 0, "elements": ["C", "C", "C", "C", "C", "N", "C", "O", "C", "N", "C", "N", "C", "C", "O", "N", "C", "C", "O", "O", "C", "C", "C", "C", "C", "O", "O", "C", "C", "C", "C", "C", "C", "C", "H", "H", "H", "H", "H", "H", "H", "H", "H", "H", "H", "H", "H", "H", "H", "H", "H", "H", "H", "H", "H", "H", "H", "H", "H", "H", "H", "H", "H", "H", "H", "H"], "xyz": [[-1.1044, -2.9333, -2.9478], [-0.8286, -3.7935, -1.7174], [-1.5441, -5.1370, -1.8449], [-1.2852, -3.0954, -0.4298], [-0.4512, -1.8654, -0.0737], [0.9208, -2.2260, 0.1846], [1.8382, -1.2785, 0.4388], [1.5946, -0.0795, 0.3179], [3.1449, -1.8242, 0.8213], [3.3086, -3.1786, 0.9204], [4.5514, -3.3723, 1.2604], [5.2182, -2.2085, 1.3899], [4.3458, -1.1956, 1.1184], [4.8661, 0.1904, 1.1839], [6.0572, 0.3773, 1.3904], [3.9491, 1.1506, 1.0223], [4.2984, 2.5500, 0.9622], [3.4573, 3.2139, -0.1296], [3.9152, 3.7774, -1.0876], [2.1807, 3.0434, 0.1612], [1.1203, 3.3573, -0.7786], [1.0952, 4.8554, -1.0724], [-0.1472, 2.9095, -0.0522], [1.3187, 2.5357, -2.0506], [-1.0399, -1.2052, 1.1779], [-0.8040, -1.5646, 2.3002], [-1.8500, -0.2103, 0.8435], [-2.5108, 0.4974, 1.8995], [-3.9098, 0.8475, 1.4750], [-4.1395, 1.3588, 0.2039], [-5.4222, 1.6895, -0.1937], [-6.4850, 1.5206, 0.6781], [-6.2608, 1.0137, 1.9465], [-4.9788, 0.6730, 2.3425], [-0.5337, -2.0091, -2.9192], [-2.1623, -2.6865, -3.0104], [-0.8249, -3.4709, -3.8507], [0.2490, -3.9772, -1.6550], [-2.6204, -4.9893, -1.9016], [-1.2220, -5.6554, -2.7446], [-1.3294, -5.7730, -0.9894], [-1.2249, -3.7965, 0.4065], [-2.3278, -2.7882, -0.5361], [-0.4754, -1.1228, -0.8782], [1.1596, -3.1735, 0.4423], [4.9949, -4.3348, 1.4194], [6.1837, -2.0356, 1.6317], [2.9776, 0.8920, 0.8194], [5.3635, 2.6446, 0.7370], [4.0830, 3.0404, 1.9198], [0.9997, 5.4176, -0.1458], [0.2489, 5.0874, -1.7132], [2.0109, 5.1577, -1.5731], [-0.2721, 3.4780, 0.8659], [-1.0161, 3.0624, -0.6855], [-0.0569, 1.8552, 0.1950], [1.4023, 1.4837, -1.7856], [0.4694, 2.6717, -2.7144], [2.2231, 2.8446, -2.5680], [-2.5072, -0.1242, 2.8006], [-1.9319, 1.4080, 2.0983], [-3.3058, 1.4849, -0.4697], [-5.5936, 2.0831, -1.1848], [-7.4861, 1.7821, 0.3690], [-7.0869, 0.8777, 2.6287], [-4.8071, 0.2723, 3.3310]], "mulliken_charge": [-1.48, 0.94, -1.60, -1.56, 0.63, 0.10, -0.12, -0.88, 1.21, -0.60, -0.54, -0.07, -0.12, 0.39, -0.75, 0.05, -1.07, 0.79, -0.56, -0.29, 1.93, -1.97, -1.46, -1.65, -0.15, -0.66, 0.03, -1.04, 0.82, -0.18, -0.62, -0.42, -0.56, -0.48, 0.33, 0.31, 0.43, 0.26, 0.34, 0.42, 0.40, 0.51, 0.48, 0.15, 0.56, 0.47, 0.23, 0.40, 0.46, 0.26, 0.42, 0.43, 0.44, 0.44, 0.46, 0.07, 0.20, 0.45, 0.47, 0.42, 0.30, 0.31, 0.39, 0.37, 0.39, 0.38]}


No. 2
{"formula": "C19H17F3NO8S3", "method": "ωB97M-V with the def2-TZVPD basis set", "homo_lumo_gap_ev": 5.86, "fmax_ha_per_bohr": 0.040, "spin_multiplicity": 1, "total_energy_ha": -2885.0962, "charge": -1, "elements": ["F", "C", "F", "F", "S", "N", "S", "C", "C", "C", "C", "C", "C", "O", "O", "S", "C", "C", "C", "C", "C", "C", "O", "O", "H", "H", "H", "H", "H", "H", "H", "H", "H", "H", "C", "C", "C", "O", "C", "O", "C", "C", "O", "O", "H", "H", "H", "H", "H", "H", "H"], "xyz": [[-1.7037, -2.8763, 0.1708], [-2.3512, -1.7660, 0.6068], [-3.6714, -2.0109, 0.5854], [-1.9941, -1.4958, 1.8809], [-1.6991, -0.3818, -0.4760], [-2.6675, 0.9145, 0.0750], [-4.4317, 1.0847, -0.3541], [-5.4754, 0.7140, 1.0769], [-6.5530, -0.1335, 0.7962], [-7.4789, -0.4154, 1.8006], [-7.3180, 0.1273, 3.0775], [-6.2881, 1.0413, 3.3237], [-5.3651, 1.3459, 2.3177], [-4.5223, 2.4893, -0.6755], [-4.7049, 0.0676, -1.3420], [-1.9167, 2.3108, 0.7527], [-0.4395, 1.5689, 1.4062], [-0.3773, 1.3682, 2.7859], [0.7476, 0.7296, 3.3108], [1.7682, 0.2922, 2.4685], [1.6969, 0.5462, 1.1034], [0.6220, 1.2280, 0.5547], [-1.5726, 3.2510, -0.2776], [-2.7441, 2.7141, 1.8638], [-6.6569, -0.5583, -0.2009], [-8.3322, -1.0545, 1.5611], [-8.0180, -0.1390, 3.8780], [-6.2102, 1.5326, 4.2948], [-4.5710, 2.0625, 2.4964], [-1.2275, 1.6646, 3.4042], [0.7894, 0.5603, 4.3830], [2.6226, -0.2525, 2.8709], [2.4956, 0.2164, 0.4419], [0.5892, 1.4721, -0.5122], [6.9898, -0.0175, -4.1580], [6.1428, -0.8730, -3.2128], [7.0948, -1.7969, -2.4647], [5.4999, 0.0369, -2.3096], [4.3415, -0.3524, -1.6439], [4.0671, 0.3369, -0.6689], [3.6104, -1.4284, -2.1777], [4.1041, -2.1776, -3.2848], [3.6709, -3.2197, -3.7337], [5.1901, -1.6023, -3.9779], [6.3539, 0.6566, -4.7320], [7.7010, 0.5760, -3.5790], [7.5487, -0.6519, -4.8518], [6.5587, -2.4564, -1.7790], [7.6484, -2.4036, -3.1894], [7.8150, -1.1956, -1.9020], [2.6217, -1.6491, -1.7845]], "mulliken_charge": [-0.24, 0.68, -0.18, -0.22, 0.00, -0.11, 1.15, 0.43, -0.51, -0.56, -0.33, -0.66, -0.40, -0.59, -0.61, 1.36, 0.04, -0.56, -0.47, -0.60, -0.36, -0.41, -0.63, -0.69, 0.45, 0.35, 0.36, 0.38, 0.60, 0.43, 0.37, 0.42, 0.63, 0.49, -1.70, 1.51, -1.54, -0.40, 0.55, -0.78, -0.26, 0.06, -0.70, -0.40, 0.38, 0.38, 0.40, 0.30, 0.40, 0.38, 0.42]}


No. 3
{"formula": "C20H23FN2O4S", "method": "ωB97M-V with the def2-TZVPD basis set", "homo_lumo_gap_ev": 8.92, "fmax_ha_per_bohr": 0.021, "relative_energy_kcal_mol": 7.0, "spin_multiplicity": 1, "total_energy_ha": -1684.4458, "smiles": "CCOc1ccc(N(CC(=O)N2CCCC2)S(=O)(=O)c2ccc(F)cc2)cc1", "charge": 0, "elements": ["C", "C", "O", "C", "C", "C", "C", "N", "C", "C", "O", "N", "C", "C", "C", "C", "S", "O", "O", "C", "C", "C", "C", "F", "C", "C", "C", "C", "H", "H", "H", "H", "H", "H", "H", "H", "H", "H", "H", "H", "H", "H", "H", "H", "H", "H", "H", "H", "H", "H", "H"], "xyz": [[4.3749, 5.5651, 2.2428], [3.8036, 4.2356, 1.7753], [2.6946, 4.5147, 0.9439], [2.0111, 3.4803, 0.3857], [0.9308, 3.8314, -0.4281], [0.1747, 2.8653, -1.0538], [0.4671, 1.5154, -0.8640], [-0.3298, 0.5556, -1.5219], [0.2425, -0.6882, -1.9923], [0.0488, -1.8271, -0.9898], [0.3742, -1.6929, 0.1827], [-0.4705, -2.9724, -1.4463], [-1.0504, -3.2256, -2.7568], [-1.5960, -4.6518, -2.6589], [-1.9110, -4.8011, -1.1727], [-0.7433, -4.0678, -0.5268], [-1.9462, 0.4625, -1.1150], [-2.5127, -0.5600, -1.9522], [-2.5130, 1.7739, -1.1800], [-2.0138, -0.0902, 0.5884], [-2.5759, -1.3197, 0.8695], [-2.5950, -1.7815, 2.1732], [-2.0373, -0.9860, 3.1597], [-2.0435, -1.4313, 4.4301], [-1.4851, 0.2546, 2.8891], [-1.4798, 0.7077, 1.5816], [1.5320, 1.1615, -0.0465], [2.3044, 2.1335, 0.5680], [5.2325, 5.3939, 2.8871], [4.6834, 6.1573, 1.3858], [3.6195, 6.1201, 2.7921], [4.5632, 3.6722, 1.2153], [3.4869, 3.6343, 2.6390], [0.7108, 4.8785, -0.5620], [-0.6612, 3.1384, -1.6756], [-0.2346, -0.9136, -2.9453], [1.3135, -0.5349, -2.1489], [-0.2966, -3.1362, -3.5434], [-1.8559, -2.5069, -2.9405], [-2.4670, -4.7973, -3.2935], [-0.8285, -5.3708, -2.9490], [-1.9772, -5.8393, -0.8556], [-2.8492, -4.2981, -0.9379], [-0.9541, -3.6672, 0.4657], [0.1391, -4.7146, -0.4591], [-2.9920, -1.8943, 0.0575], [-3.0237, -2.7371, 2.4316], [-1.0675, 0.8423, 3.6908], [-1.0672, 1.6706, 1.3284], [1.7456, 0.1203, 0.1376], [3.1246, 1.8210, 1.1946]], "mulliken_charge": [-1.44, -0.25, -0.40, 0.77, -0.80, -0.02, -0.61, 0.25, -0.93, 0.32, -0.66, 0.22, -0.52, -0.73, -0.60, -0.56, 1.27, -0.67, -0.75, -0.26, -0.08, -0.66, 0.35, -0.35, -0.87, -0.10, -0.20, -0.78, 0.42, 0.33, 0.33, 0.36, 0.35, 0.42, 0.51, 0.56, 0.45, 0.33, 0.28, 0.38, 0.32, 0.41, 0.22, 0.25, 0.38, 0.57, 0.47, 0.47, 0.48, 0.34, 0.40]}


No. 4
{"formula": "C43H35Cl2N4O6P2TeTi", "method": "ωB97M-V with the def2-TZVPD basis set", "homo_lumo_gap_ev": [6.41, 7.53], "fmax_ha_per_bohr": 0.006, "s2": 2.00, "relative_energy_kcal_mol": 2.2, "spin_multiplicity": 3, "total_energy_ha": -5050.9230, "charge": -1, "elements": ["Ti", "Te", "C", "C", "C", "N", "C", "C", "C", "P", "C", "C", "C", "C", "C", "C", "C", "C", "C", "C", "C", "C", "P", "C", "C", "C", "C", "C", "C", "C", "C", "C", "C", "C", "C", "H", "H", "H", "H", "H", "H", "H", "H", "H", "H", "H", "H", "H", "H", "H", "H", "H", "H", "H", "H", "H", "H", "H", "H", "O", "C", "O", "C", "C", "N", "N", "C", "C", "O", "O", "H", "H", "H", "N", "C", "C", "C", "C", "C", "C", "H", "H", "H", "H", "H", "H", "H", "Cl", "C", "Cl", "C", "O", "O", "H"], "xyz": [[1.5605, -0.0440, 0.5775], [-3.1781, -2.4255, 0.3647], [-4.7945, -1.1449, -0.1492], [-5.0580, 0.0427, 0.5258], [-6.1320, 0.8237, 0.1274], [-6.9622, 0.5012, -0.8645], [-6.7174, -0.6479, -1.4915], [-5.6597, -1.4908, -1.1817], [-1.5504, -1.1473, 0.3265], [-0.7284, -0.4683, 1.7157], [-1.4824, 1.1233, 2.2431], [-2.2261, 1.8868, 1.3475], [-2.6147, 3.1844, 1.6656], [-2.2536, 3.7375, 2.8843], [-1.4988, 2.9888, 3.7816], [-1.1149, 1.6965, 3.4636], [-0.9806, -1.5237, 3.1787], [-2.1180, -1.4600, 3.9799], [-2.2781, -2.3386, 5.0412], [-1.3033, -3.2913, 5.3064], [-0.1682, -3.3633, 4.5106], [-0.0051, -2.4813, 3.4519], [-0.3730, -1.1204, -0.9816], [-0.2714, -2.7943, -1.7312], [-1.0700, -3.2026, -2.7980], [-0.9943, -4.5022, -3.2782], [-0.1229, -5.4109, -2.6944], [0.6703, -5.0159, -1.6261], [0.5971, -3.7158, -1.1468], [-1.0666, -0.1891, -2.4035], [-2.3309, 0.3841, -2.3615], [-2.8041, 1.1379, -3.4317], [-2.0149, 1.3175, -4.5572], [-0.7499, 0.7390, -4.6128], [-0.2805, -0.0032, -3.5431], [-4.4402, 0.3579, 1.3576], [-6.3418, 1.7576, 0.6402], [-7.3980, -0.9042, -2.2975], [-5.5033, -2.3940, -1.7586], [-2.4848, 1.4575, 0.3857], [-3.1944, 3.7620, 0.9552], [-2.5467, 4.7500, 3.1317], [-1.1959, 3.4206, 4.7275], [-0.5060, 1.1288, 4.1592], [-2.8810, -0.7193, 3.7718], [-3.1671, -2.2847, 5.6575], [-1.4286, -3.9770, 6.1354], [0.5956, -4.1022, 4.7181], [0.8837, -2.5290, 2.8303], [-1.7597, -2.5037, -3.2544], [-1.6235, -4.8079, -4.1054], [-0.0631, -6.4246, -3.0713], [1.3550, -5.7173, -1.1658], [1.2181, -3.4081, -0.3134], [-2.9509, 0.2297, -1.4870], [-3.7946, 1.5746, -3.3852], [-2.3835, 1.9017, -5.3916], [-0.1279, 0.8778, -5.4888], [0.7100, -0.4450, -3.5825], [6.7800, -2.7047, -0.2470], [6.7847, -1.5798, -0.9330], [7.7515, -1.2006, -1.5552], [5.5371, -0.7652, -0.9168], [5.4249, 0.4475, -1.5614], [4.1827, 0.9023, -1.3391], [3.4683, 0.0604, -0.5880], [4.2714, -0.9632, -0.3198], [3.7019, -2.0839, 0.5033], [4.4495, -3.0178, 0.8259], [2.4716, -1.9736, 0.7904], [5.8927, -2.8615, 0.2183], [6.1493, 0.9856, -2.1476], [3.7680, 1.7797, -1.6276], [0.9375, 2.2086, 0.1528], [1.3074, 2.9315, -1.0113], [0.4711, 2.9690, -2.1221], [0.8691, 3.6430, -3.2667], [2.0988, 4.2837, -3.3238], [2.9258, 4.2595, -2.2084], [2.5356, 3.5954, -1.0531], [-0.0575, 2.2813, 0.3486], [1.4859, 2.5343, 0.9597], [-0.4838, 2.4577, -2.0961], [0.2088, 3.6538, -4.1246], [2.4049, 4.8038, -4.2221], [3.8785, 4.7751, -2.2269], [3.1598, 3.5945, -0.1671], [5.1489, 2.8803, 4.0708], [3.8558, 1.6800, 3.9838], [2.6411, 1.9630, 5.2622], [3.1217, 1.6834, 2.6270], [3.0286, 2.7368, 1.9937], [2.6434, 0.5513, 2.3382], [4.2887, 0.7054, 4.1750]], "mulliken_spin": [1.82, 0.01, 0.00, 0.00, 0.00, 0.00, 0.00, 0.00, -0.01, 0.06, -0.04, 0.03, 0.00, 0.00, 0.00, 0.02, -0.03, 0.00, 0.00, 0.00, 0.01, 0.03, -0.01, -0.01, 0.00, 0.00, 0.00, 0.00, 0.00, -0.01, 0.00, 0.00, 0.00, 0.01, 0.01, 0.00, 0.00, 0.00, 0.00, -0.01, 0.00, 0.00, 0.00, 0.00, 0.00, 0.00, 0.00, 0.00, 0.01, 0.00, 0.00, 0.00, 0.00, 0.01, 0.00, 0.00, 0.00, 0.00, -0.01, 0.00, 0.00, 0.00, 0.00, 0.01, 0.01, -0.05, 0.05, 0.01, 0.01, -0.04, 0.00, 0.00, 0.01, 0.08, 0.05, -0.03, 0.01, 0.00, 0.01, -0.03, -0.01, 0.00, 0.00, 0.00, 0.00, 0.00, 0.00, 0.00, 0.00, 0.00, 0.04, 0.01, -0.02, 0.00]}